Record 1
Density functional theory data (ωB97M-V/def2-TZVPD) for a structure of composition C31H31N5O3Ru in a non-equilibrium geometry.

Output
- Largest force on an atom: 1.17 eV/A
- Calculated total energy: -48819.7164 eV
- Highest occupied orbital energy (spin up / spin down): -0.376 / -0.390 Ha
- Expectation value of S²: 8.79
- Net charge: +1
- LUMO energy (spin up / spin down): -2.60 / -5.64 eV
- Multiplicity: 6
- Energy above the lowest of the compared OMol25 structures with the same formula, charge and spin: 91.6 kJ/mol

Each line ends with the Mulliken charge.
Geometry (Å):
Ru -0.2147 -0.0102 0.2522  1.015
C 0.5139 -4.1799 0.9830  -1.678
C -0.4671 -3.9307 -0.1283  1.410
C -0.5849 -4.8124 -1.1962  -0.777
C -1.4848 -4.5760 -2.2204  -0.936
C -2.2764 -3.4375 -2.1975  -1.061
C -2.1826 -2.5254 -1.1572  1.354
C -3.0835 -1.3183 -1.1268  -1.284
C -1.2714 -2.7802 -0.1087  -0.077
N -1.1662 -1.8473 0.9449  0.414
C -1.5540 -2.1316 2.2070  -0.351
O -1.9337 -3.2032 2.6443  -0.672
C -1.5429 -0.8858 3.0614  0.009
C -2.1696 -0.7929 4.2930  -0.728
C -2.2346 0.4517 4.9066  -0.420
C -1.6953 1.5609 4.2683  -0.914
C -1.0799 1.3666 3.0430  0.507
N -0.9954 0.1706 2.4844  0.557
C -0.5500 2.4948 2.2200  -0.470
O -0.2527 3.5591 2.7127  -0.551
N -0.3723 2.1943 0.8696  0.681
C -0.3525 3.2251 -0.0238  -0.150
C 0.6992 3.3114 -0.9953  1.121
C 1.8462 2.3433 -0.9901  -1.074
C 0.7060 4.3614 -1.8850  -1.102
C -0.2959 5.3285 -1.8574  -0.767
C -1.3246 5.2456 -0.9265  -0.783
C -1.3879 4.2194 -0.0084  1.197
C -2.5724 4.1416 0.9122  -1.573
H 1.3252 -4.8283 0.6485  0.453
H 0.0135 -4.6621 1.8250  0.444
H 0.9314 -3.2413 1.3530  0.168
H 0.0326 -5.7043 -1.2174  0.449
H -1.5764 -5.2834 -3.0354  0.435
H -2.9888 -3.2662 -2.9968  0.408
H -3.6204 -1.2175 -2.0687  0.439
H -2.5318 -0.3881 -0.9748  0.070
H -3.8102 -1.3916 -0.3162  0.335
H -2.6054 -1.6828 4.7269  0.568
H -2.7231 0.5610 5.8660  0.460
H -1.7526 2.5548 4.6915  0.563
H 2.4053 2.4041 -0.0547  0.287
H 2.5249 2.5534 -1.8143  0.534
H 1.4908 1.3207 -1.1049  0.003
H 1.5150 4.4469 -2.5999  0.434
H -0.2794 6.1458 -2.5669  0.410
H -2.1030 5.9994 -0.9236  0.461
H -3.4188 4.6650 0.4735  0.524
H -2.3437 4.6089 1.8692  0.322
H -2.8683 3.1097 1.1058  0.238
C 0.8321 -0.0803 -4.3504  -1.360
C 0.8946 -0.6017 -2.9433  0.420
O -0.0057 -0.3581 -2.1314  -0.504
N 1.9787 -1.3242 -2.6143  0.024
C 2.1013 -2.0042 -1.3342  0.225
C 2.7851 -1.1870 -0.2597  0.674
C 4.1561 -0.9785 -0.2638  -1.041
C 4.7374 -0.2682 0.7747  -0.513
C 3.9309 0.1979 1.8019  -0.920
C 2.5720 -0.0399 1.7309  -0.681
N 2.0053 -0.7032 0.7144  1.017
H -0.2095 -0.0352 -4.6591  0.331
H 1.3967 -0.6984 -5.0463  0.433
H 1.2297 0.9364 -4.3741  0.281
H 2.6921 -1.4675 -3.3080  0.276
H 2.6485 -2.9327 -1.4905  0.708
H 1.1003 -2.2534 -0.9936  -1.144
H 4.7606 -1.3842 -1.0660  0.507
H 5.8061 -0.0960 0.7895  0.444
H 4.3481 0.7345 2.6432  0.485
H 1.9030 0.2970 2.5131  0.439

Atomic forces in eV per Å
Ru -0.4 -0.8 0.4
C -0.1 -0.1 0.0
C 0.0 0.2 0.1
C 0.1 -0.1 0.0
C 0.0 0.0 -0.1
C 0.0 0.0 -0.1
C 0.1 0.0 0.3
C 0.0 -0.1 0.0
C -0.3 -0.6 -0.1
N 0.2 0.9 -0.7
C 0.1 -0.1 -0.3
O -0.1 0.1 0.1
C 0.0 -0.1 0.0
C 0.0 0.0 0.1
C 0.0 -0.1 0.0
C 0.1 0.1 0.0
C -0.1 0.0 0.1
N 0.0 0.3 -0.3
C -0.1 0.0 0.4
O 0.0 0.0 -0.2
N 0.7 -0.1 -0.6
C -0.2 0.1 0.2
C 0.0 -0.2 -0.1
C -0.2 0.1 0.1
C 0.0 0.1 0.0
C 0.0 0.0 0.0
C -0.1 0.1 0.0
C 0.0 0.1 0.0
C 0.1 -0.1 0.0
H 0.0 0.0 0.0
H 0.0 0.0 0.0
H 0.0 0.0 0.0
H 0.0 0.0 0.0
H 0.0 0.0 0.0
H 0.0 0.0 0.0
H 0.0 0.0 0.0
H 0.1 0.1 0.0
H 0.0 0.0 0.0
H 0.0 0.0 0.0
H 0.0 0.0 0.0
H 0.0 0.0 0.0
H 0.0 -0.1 0.0
H 0.0 0.0 0.0
H 0.1 -0.2 0.0
H 0.0 0.0 0.0
H 0.0 0.0 0.0
H 0.0 -0.1 0.0
H 0.0 0.0 0.0
H 0.0 0.0 0.0
H 0.0 0.0 0.0
C -0.1 0.0 0.0
C 0.1 -0.1 -0.1
O 0.0 0.3 0.4
N 0.0 0.0 0.1
C 0.1 0.2 0.1
C 0.0 -0.1 -0.1
C 0.0 0.0 0.0
C 0.0 0.0 -0.1
C 0.1 0.0 0.1
C 0.1 -0.1 0.0
N -0.2 0.4 0.0
H 0.0 0.0 0.0
H 0.0 0.0 0.0
H 0.0 0.0 0.0
H -0.1 0.0 -0.1
H 0.0 0.0 0.0
H 0.0 -0.1 0.0
H 0.0 0.0 0.0
H 0.0 0.0 0.0
H 0.0 0.0 0.0
H 0.0 0.0 0.0

Record 2
Density functional theory data (ωB97M-V/def2-TZVPD) for a structure of composition C31H31N6O2PtS3 in a non-equilibrium geometry.

Output
- Largest force on an atom: 2.07 eV/A
- Calculated total energy: -81432.9925 eV
- Highest occupied orbital energy (spin up / spin down): -0.341 / -0.341 Ha
- Net charge: +1
- LUMO energy (spin up / spin down): -3.09 / -3.09 eV

Each line ends with the Mulliken charge.
Geometry (Å):
Pt -1.3292 -1.3969 0.0874  0.628
S -1.2705 -2.6735 2.3340  -0.356
C -0.0536 -3.4440 1.4441  0.473
N 0.0782 -3.2507 0.1500  -0.131
C 1.1789 -3.8730 -0.3599  -0.834
C 1.6179 -3.8363 -1.6797  0.132
C 2.7338 -4.5628 -2.0387  -0.924
C 3.4417 -5.3029 -1.0955  -0.498
C 3.0322 -5.3397 0.2244  -0.587
C 1.8978 -4.6349 0.5834  0.883
S 1.1399 -4.5098 2.1487  -0.246
H 1.0860 -3.2317 -2.3985  0.261
H 3.0718 -4.5645 -3.0653  0.402
H 4.3244 -5.8502 -1.3910  0.387
H 3.5933 -5.8945 0.9591  0.407
C 0.5851 1.0562 -3.5017  -1.105
C 0.1646 0.5196 -2.1202  0.073
N -1.1875 -0.0219 -2.1939  0.315
C -1.2867 -0.9624 -3.2972  0.072
C -1.1385 -0.2108 -4.6412  -0.851
N -0.6425 1.1528 -4.3321  0.095
C -1.6946 1.9127 -3.6088  -0.701
C -2.1402 1.0562 -2.4015  -0.642
H 1.2851 0.3826 -3.9991  0.327
H 1.0462 2.0408 -3.4215  0.390
H 0.1721 1.3151 -1.3730  0.233
H 0.8458 -0.2647 -1.7807  0.097
H -2.2561 -1.4632 -3.2527  0.473
H -0.5068 -1.7132 -3.1713  -0.303
H -2.0983 -0.1197 -5.1533  0.299
H -0.4323 -0.7069 -5.3090  0.377
H -0.4210 1.6394 -5.2035  0.313
H -2.5248 2.1003 -4.2923  0.340
H -1.2764 2.8695 -3.2918  0.371
H -3.1219 0.6143 -2.5794  0.510
H -2.2062 1.6597 -1.4955  0.219
S -5.3891 -3.4253 -0.1084  -0.092
C -4.2704 -4.3280 -1.0446  -0.305
C -3.0902 -3.6662 -1.1467  -0.655
N -3.0655 -2.4552 -0.5208  0.331
C -4.2032 -2.1999 0.0672  -0.104
H -4.5443 -5.2757 -1.4626  0.435
H -2.2129 -4.0277 -1.6567  0.398
H -4.3862 -1.3078 0.6388  0.401
O 2.4229 -0.9680 0.2927  -0.736
C 1.6522 -0.2105 0.8417  -0.563
N 1.9806 0.8650 1.6104  0.202
C 0.8253 1.6086 2.0664  3.351
C -0.2743 0.7753 1.4060  0.243
O -1.4946 0.9539 1.3753  -0.700
N 0.2809 -0.2160 0.7136  0.250
C 0.7454 1.7270 3.5803  -0.282
C -0.4758 1.7877 4.2361  -0.157
C -0.5161 2.0073 5.6020  -0.989
C 0.6564 2.1567 6.3218  -0.435
C 1.8759 2.0825 5.6717  -1.043
C 1.9199 1.8806 4.3064  -0.312
C 0.8337 3.0428 1.5516  -0.618
C -0.3370 3.7903 1.5583  -0.178
C -0.3081 5.1278 1.2043  -1.037
C 0.8880 5.7299 0.8490  -0.425
C 2.0512 4.9823 0.8220  -0.899
C 2.0259 3.6435 1.1687  -0.292
H 2.8974 0.9665 2.0060  0.311
H -1.3907 1.6648 3.6774  0.445
H -1.4672 2.0683 6.1085  0.424
H 0.6246 2.3426 7.3833  0.409
H 2.7982 2.1938 6.2211  0.412
H 2.8803 1.8630 3.8129  0.235
H -1.2662 3.3236 1.8460  0.411
H -1.2179 5.7091 1.2202  0.439
H 0.9155 6.7805 0.6038  0.421
H 2.9872 5.4427 0.5445  0.423
H 2.9407 3.0730 1.1489  0.384

Atomic forces in eV per Å
Pt 0.1 0.2 -0.9
S -0.4 0.7 -0.4
C 0.4 -0.6 -0.1
N 0.0 0.0 0.4
C 0.7 -0.7 0.1
C -0.1 0.0 0.2
C 0.1 0.0 -0.1
C 0.1 -0.1 0.1
C 0.1 0.0 0.0
C -0.1 0.1 -0.1
S -0.1 0.3 -0.4
H -0.1 0.0 -0.1
H 0.0 0.1 -0.1
H 0.0 0.0 0.0
H 0.1 -0.1 0.1
C 0.7 0.0 0.5
C 0.3 0.0 0.1
N -0.1 -0.4 0.7
C 0.0 -0.3 0.0
C -0.3 -0.8 -0.2
N 0.1 0.3 -0.6
C -0.6 0.4 0.4
C -0.2 0.1 0.2
H -0.1 0.1 -0.1
H -0.1 0.0 -0.1
H 0.0 -0.1 0.0
H 0.0 0.1 0.0
H 0.1 0.0 0.0
H 0.0 0.0 0.0
H 0.1 0.1 0.0
H 0.0 0.2 0.0
H 0.0 -0.1 0.1
H 0.2 0.0 0.0
H 0.1 -0.1 -0.1
H 0.0 0.0 0.0
H 0.0 0.0 0.0
S 0.7 0.4 -0.2
C 0.0 0.3 0.1
C -0.1 -0.6 -0.4
N 0.8 0.6 1.0
C -0.7 -0.2 0.1
H 0.1 -0.2 -0.1
H 0.1 0.0 0.1
H 0.1 0.1 0.1
O 0.1 -0.1 0.0
C 0.5 -0.5 -0.4
N 0.1 0.2 0.2
C 0.2 0.3 0.2
C -0.9 0.5 0.0
O 0.4 0.9 0.6
N -1.7 -1.2 -0.3
C -0.1 -0.3 0.1
C 0.0 0.0 -0.1
C 0.0 0.0 0.1
C 0.0 0.0 0.1
C 0.1 0.0 0.0
C -0.1 0.0 -0.1
C 0.0 0.0 -0.3
C 0.0 0.0 0.0
C 0.0 0.0 0.0
C 0.0 0.1 -0.1
C 0.1 0.1 0.0
C -0.1 -0.1 0.0
H 0.0 -0.2 -0.1
H -0.1 0.0 -0.1
H -0.1 0.0 0.0
H 0.0 0.0 0.1
H 0.1 0.0 0.1
H 0.1 0.0 0.0
H -0.1 0.0 0.1
H -0.1 0.0 0.0
H 0.0 0.1 -0.1
H 0.1 0.1 0.0
H 0.1 -0.1 0.0